{"formula": "C13H17IrN2O4SSe3Te", "method": "ωB97M-V with the def2-TZVPD basis set", "homo_ha": [-0.198, -0.195], "e_tot_ev": -241929.7269, "total_charge": -1, "lumo_ev": [0.143, -0.860], "largest_force_ev_per_a": 4.0, "multiplicity": 2, "species": ["Ir", "Se", "Se", "Te", "Se", "O", "N", "O", "O", "S", "C", "N", "C", "C", "C", "C", "C", "C", "C", "C", "C", "C", "C", "C", "O", "H", "H", "H", "H", "H", "H", "H", "H", "H", "H", "H", "H", "H", "H", "H", "H", "H"], "coordinates": [[1.979, 0.086, 0.537], [1.878, -3.680, 3.179], [-1.611, -2.428, 4.023], [0.716, -1.732, 4.052], [0.738, 0.353, 2.577], [3.484, 1.837, 1.289], [4.079, 2.001, 0.196], [4.968, 2.802, 0.083], [3.685, 1.308, -0.756], [5.761, -2.339, 0.559], [4.247, -1.901, 0.657], [3.103, -1.627, 0.761], [-0.326, 2.542, -2.241], [-0.771, 2.694, -0.786], [0.419, 3.042, 0.108], [-1.507, 1.465, -0.309], [-2.757, 1.617, 0.254], [-3.510, 0.526, 0.656], [-3.031, -0.753, 0.417], [-1.796, -0.969, -0.159], [-1.391, -2.370, -0.545], [-1.099, -2.420, -2.048], [-0.219, -2.893, 0.282], [-0.950, 0.153, -0.448], [0.271, -0.007, -0.838], [0.104, 3.475, -2.599], [-1.172, 2.279, -2.873], [0.418, 1.756, -2.330], [-1.480, 3.531, -0.728], [1.187, 2.261, 0.034], [0.106, 3.133, 1.150], [0.873, 3.983, -0.198], [-3.150, 2.618, 0.374], [-4.478, 0.671, 1.111], [-3.642, -1.606, 0.679], [-2.246, -3.025, -0.343], [-0.240, -1.799, -2.287], [-1.961, -2.056, -2.604], [-0.889, -3.441, -2.361], [0.641, -2.221, 0.223], [0.097, -3.871, -0.069], [-0.529, -2.997, 1.320]], "nbo_charge": [1.174, -0.490, -0.563, 0.743, -0.081, -0.505, 0.721, -0.400, -0.522, -0.103, 0.188, -0.617, -0.606, -0.241, -0.552, -0.088, -0.217, -0.226, -0.199, -0.060, -0.238, -0.601, -0.605, 0.372, -0.760, 0.197, 0.206, 0.230, 0.197, 0.159, 0.214, 0.214, 0.197, 0.203, 0.207, 0.194, 0.223, 0.198, 0.198, 0.205, 0.205, 0.225]}